C33H45BN5O4P2Ru | wB97M-V/def2-TZVPD

Energy ... -2661.770189 hartree
Spin multiplicity ... 2
E_LUMO (alpha / beta) ... 0.40 / 0.40 eV
Energy above the lowest of the compared OMol25 structures with the same formula, charge and spin ... 51.2 kcal/mol
HOMO-LUMO gap (alpha / beta) ... 5.915 / 6.118 eV
HOMO energy (alpha / beta) ... -5.51 / -5.72 eV

Positions of all 91 atoms, in Å:
Ru: 0.765 0.228 0.296
C: 0.771 2.659 4.180
C: 0.294 2.054 2.869
O: 1.104 1.248 2.299
C: -0.977 2.425 2.441
C: -1.747 1.941 1.371
C: -3.141 2.485 1.178
N: -1.366 0.972 0.523
N: -2.283 0.643 -0.363
C: -2.094 -0.130 -1.395
O: -0.787 -0.630 -1.688
C: -3.156 -0.437 -2.284
C: -3.013 -1.334 -3.368
C: -4.064 -1.588 -4.218
C: -5.288 -0.954 -4.041
C: -5.454 -0.081 -2.968
C: -4.422 0.165 -2.098
H: 1.777 2.306 4.390
H: 0.113 2.352 4.992
H: 0.771 3.747 4.131
H: -1.464 3.178 3.046
H: -3.355 3.300 1.863
H: -3.862 1.682 1.335
H: -3.263 2.829 0.149
H: -2.064 -1.829 -3.523
H: -3.940 -2.290 -5.032
H: -6.104 -1.144 -4.723
H: -6.404 0.414 -2.821
H: -4.553 0.828 -1.258
C: 4.172 0.285 0.332
P: 2.898 -0.264 -0.909
C: 3.783 -1.797 -1.448
C: 3.101 0.872 -2.299
C: 3.881 0.563 -3.415
C: 3.883 1.367 -4.533
C: 3.084 2.508 -4.575
C: 2.302 2.830 -3.487
C: 2.295 2.041 -2.338
P: 1.131 2.330 -0.982
C: -0.150 3.449 -1.683
C: 1.978 3.542 0.125
H: 5.060 0.670 -0.171
H: 4.441 -0.578 0.940
H: 3.748 1.042 0.991
H: 4.842 -1.598 -1.610
H: 3.325 -2.190 -2.354
H: 3.678 -2.530 -0.646
H: 4.490 -0.328 -3.417
H: 4.494 1.109 -5.385
H: 3.070 3.129 -5.459
H: 1.682 3.714 -3.526
H: -0.617 2.969 -2.541
H: 0.256 4.421 -1.963
H: -0.904 3.592 -0.908
H: 2.376 4.378 -0.450
H: 2.780 3.055 0.675
H: 1.239 3.901 0.841
C: 0.373 -1.707 2.984
N: 0.369 -3.051 2.444
C: -0.412 -4.028 3.174
C: 0.554 -3.193 1.103
N: 0.715 -2.168 0.347
N: 0.559 -4.516 0.644
C: 1.529 -5.422 1.230
C: 0.365 -4.726 -0.774
H: 0.324 -1.758 4.069
H: -0.477 -1.119 2.608
H: 1.295 -1.188 2.698
H: -1.289 -3.554 3.621
H: 0.175 -4.483 3.977
H: -0.743 -4.810 2.495
H: 0.913 -2.393 -0.626
H: 1.806 -5.083 2.223
H: 2.437 -5.474 0.616
H: 1.106 -6.426 1.301
H: -0.480 -4.129 -1.115
H: 0.135 -5.781 -0.935
H: 1.250 -4.474 -1.374
O: 0.806 -1.078 -3.427
B: -0.245 -0.343 -2.876
O: -0.637 0.690 -3.724
C: 0.138 0.558 -4.832
C: 0.138 1.313 -5.984
C: 1.034 0.939 -6.975
C: 1.891 -0.136 -6.811
C: 1.903 -0.884 -5.641
C: 1.014 -0.519 -4.655
H: -0.532 2.147 -6.104
H: 1.052 1.502 -7.896
H: 2.571 -0.392 -7.609
H: 2.583 -1.708 -5.502

Forces on the atoms, in the same order (eV/Å):
0.41 0.91 -3.89
0.09 -0.14 -0.19
1.91 -1.34 -0.26
-0.81 1.00 0.87
-1.00 0.15 -0.77
-0.22 -0.54 -0.10
0.07 0.18 0.04
2.22 -0.07 1.09
-1.24 -1.49 -2.23
2.31 1.83 2.85
-1.61 -0.39 0.23
-1.81 -0.66 -1.47
0.37 0.57 0.95
-0.57 0.00 -0.32
0.21 -0.04 0.15
-0.24 -0.17 -0.39
0.83 -0.21 0.09
0.02 0.02 -0.02
-0.08 0.05 0.07
-0.05 0.09 0.03
-0.04 0.01 0.01
0.06 0.05 0.09
-0.04 0.06 -0.04
-0.10 0.03 0.10
0.00 -0.12 -0.04
0.05 0.01 -0.03
-0.06 -0.02 -0.04
-0.06 0.01 0.03
0.00 0.10 0.06
0.08 0.14 -0.49
-0.46 0.41 2.55
-0.52 0.23 -0.03
-0.40 0.60 -0.73
0.07 0.05 0.56
-0.16 0.67 -0.24
0.47 -0.39 -0.14
0.04 0.11 0.42
0.36 -0.64 -0.47
-0.32 -0.92 2.25
0.11 -0.42 0.00
0.05 -0.05 -0.45
0.17 -0.01 0.10
-0.02 -0.03 0.01
-0.01 -0.04 -0.10
-0.01 -0.01 -0.03
0.04 -0.12 -0.06
-0.01 0.04 -0.03
0.06 -0.11 0.02
0.03 -0.06 -0.09
-0.01 0.03 -0.07
-0.10 0.08 -0.04
-0.09 0.05 -0.05
0.03 0.01 -0.01
0.00 -0.01 0.02
0.05 0.16 0.03
-0.01 -0.03 -0.01
-0.04 -0.01 0.01
0.24 0.38 -0.07
-0.03 -0.14 0.08
-0.02 -0.18 0.09
0.15 -0.13 -0.27
-0.45 0.58 0.11
-0.10 0.08 -0.13
0.02 -0.08 0.02
-0.06 0.07 0.09
0.01 -0.08 0.06
0.14 -0.05 0.11
-0.30 -0.06 0.08
-0.04 0.03 -0.02
-0.05 0.00 0.03
-0.04 0.02 0.13
-0.02 -0.09 0.35
0.01 -0.03 0.04
0.02 0.01 0.03
0.05 -0.03 0.02
0.01 -0.01 -0.08
0.01 0.03 -0.04
0.03 0.00 -0.02
-0.06 -0.34 0.23
0.48 0.35 -0.20
-0.36 0.17 0.37
0.63 -0.35 -0.42
-0.17 -0.14 0.36
0.03 0.03 -0.15
0.06 0.02 -0.16
-0.20 -0.09 0.29
-0.15 0.51 -0.60
-0.11 0.11 -0.01
0.04 0.04 -0.12
0.07 -0.05 -0.06
0.09 -0.15 0.02

C33H45BrMoN7O2PS5Sb | wB97M-V/def2-TZVPD

Energy ... -7032.995438 hartree
Spin multiplicity ... 1
E_LUMO ... -3.01 eV
Net charge ... +1
Energy above the lowest of the compared OMol25 structures with the same formula, charge and spin ... 31.3 kcal/mol
HOMO-LUMO gap ... 6.908 eV
HOMO energy ... -9.92 eV

Positions of all 96 atoms, in Å:
Mo: 0.209 0.536 1.701
S: 4.239 -4.142 -0.599
Sb: 4.560 -3.755 1.563
S: 1.321 -1.219 2.857
S: 3.048 -1.381 1.734
S: 6.112 -1.835 1.434
C: -2.263 1.191 5.877
C: -1.491 2.209 5.340
C: -0.849 1.994 4.137
N: -0.920 0.822 3.485
C: -1.648 -0.173 4.021
C: -2.348 -0.015 5.199
H: -2.784 1.333 6.814
H: -1.386 3.162 5.838
H: -0.252 2.767 3.667
H: -1.644 -1.109 3.477
H: -2.930 -0.839 5.585
N: -0.797 -0.397 0.596
P: -0.857 -1.124 -0.880
N: -0.391 -2.672 -0.843
C: -1.057 -3.551 0.141
C: -0.050 -4.495 0.778
C: 0.603 -5.403 -0.276
C: 0.615 -4.737 -1.656
C: 0.798 -3.235 -1.527
N: 0.095 -0.334 -1.948
C: -0.517 0.767 -2.729
C: 0.565 1.498 -3.527
C: 1.643 0.516 -3.970
C: 2.408 0.009 -2.741
C: 1.475 -0.037 -1.528
N: -2.415 -1.053 -1.337
C: -3.358 -0.046 -0.820
C: -4.307 0.385 -1.927
C: -5.155 -0.794 -2.425
C: -4.391 -2.120 -2.293
C: -2.897 -1.897 -2.449
H: -1.848 -4.119 -0.358
H: -1.535 -2.927 0.901
H: -0.553 -5.088 1.543
H: 0.701 -3.891 1.294
H: 0.083 -6.360 -0.334
H: 1.631 -5.617 0.014
H: -0.317 -4.933 -2.196
H: 1.425 -5.142 -2.262
H: 0.889 -2.762 -2.504
H: 1.712 -3.032 -0.961
H: -1.046 1.476 -2.078
H: -1.251 0.337 -3.411
H: 1.018 2.286 -2.918
H: 0.093 1.993 -4.376
H: 2.327 0.984 -4.677
H: 1.170 -0.319 -4.493
H: 3.234 0.680 -2.501
H: 2.837 -0.976 -2.925
H: 1.490 0.930 -1.012
H: 1.815 -0.787 -0.812
H: -2.793 0.808 -0.452
H: -3.919 -0.459 0.025
H: -3.713 0.804 -2.744
H: -4.944 1.193 -1.563
H: -5.431 -0.625 -3.467
H: -6.087 -0.853 -1.862
H: -4.732 -2.840 -3.037
H: -4.570 -2.570 -1.313
H: -2.689 -1.418 -3.413
H: -2.348 -2.837 -2.429
N: -3.190 6.165 -1.442
C: -2.413 5.179 -1.906
S: -2.197 4.813 -3.488
C: -1.746 4.347 -0.861
C: -0.375 4.133 -0.897
C: 0.194 3.245 -0.006
N: -0.537 2.558 0.887
C: -1.849 2.807 0.955
C: -2.491 3.700 0.118
H: -3.659 6.765 -2.103
H: -3.186 6.427 -0.471
H: 0.237 4.619 -1.644
H: 1.257 3.037 -0.024
H: -2.409 2.234 1.684
H: -3.561 3.838 0.191
Br: 5.312 -1.921 4.482
C: 5.526 -0.840 2.845
C: 6.621 0.159 3.096
C: 6.579 1.371 2.552
C: 5.431 1.785 1.751
C: 4.301 1.078 1.738
C: 4.160 -0.176 2.564
C: 3.131 1.617 0.991
O: 3.247 2.234 -0.043
O: 1.944 1.453 1.583
H: 7.480 -0.195 3.649
H: 7.409 2.053 2.672
H: 5.483 2.698 1.172
H: 3.663 0.054 3.509

Forces on the atoms, in the same order (eV/Å):
-0.39 -0.35 -0.41
0.01 -0.04 -0.05
-0.01 -0.03 0.05
-0.05 0.02 0.00
0.02 0.05 -0.08
-0.04 0.03 0.04
-0.01 -0.01 0.01
0.02 0.00 -0.02
-0.01 -0.02 0.01
-0.04 -0.03 0.05
-0.01 0.03 0.01
0.01 0.00 -0.01
0.00 0.00 0.00
0.00 0.00 0.00
0.00 0.01 0.00
0.00 0.01 0.00
0.00 0.00 0.00
0.20 0.23 0.09
-0.09 0.02 -0.02
0.17 0.03 0.25
-0.04 0.03 0.02
-0.02 -0.01 -0.02
0.04 -0.02 0.00
0.01 0.00 -0.05
-0.07 0.04 -0.06
0.05 0.05 0.01
0.01 0.03 -0.02
-0.01 0.00 -0.04
0.01 0.02 -0.01
-0.02 -0.02 0.02
0.03 -0.07 -0.04
-0.13 -0.11 0.01
0.03 0.00 -0.03
0.00 0.03 0.01
-0.02 -0.01 -0.01
0.00 -0.02 0.01
0.02 0.04 0.01
-0.02 -0.01 -0.01
0.03 -0.02 -0.01
0.00 0.01 0.01
0.04 0.02 -0.01
-0.04 0.02 0.00
0.00 -0.01 0.03
0.00 -0.01 0.00
0.01 0.02 0.00
0.00 0.02 0.01
-0.03 0.03 0.00
0.00 0.01 0.01
0.01 -0.02 -0.01
0.00 0.00 -0.01
-0.01 0.01 0.01
0.00 0.00 0.00
0.01 -0.01 0.00
0.01 0.00 0.01
-0.01 -0.02 -0.01
-0.03 -0.01 0.01
-0.01 -0.02 0.00
-0.01 0.00 0.01
0.00 0.00 0.00
0.00 0.00 0.00
0.00 0.00 0.00
-0.01 0.00 0.00
0.00 0.00 0.00
0.00 0.00 0.00
0.00 0.00 0.00
0.01 -0.01 -0.01
0.00 -0.01 0.00
-0.02 -0.01 0.00
0.10 0.03 0.00
-0.03 -0.01 0.04
-0.04 0.00 -0.06
0.01 0.00 -0.03
-0.01 0.02 0.02
0.05 -0.11 0.00
-0.02 -0.01 0.01
0.00 -0.02 0.02
0.00 0.00 0.00
-0.01 0.00 0.00
0.00 0.01 0.00
-0.01 0.01 0.00
0.00 0.01 0.01
0.00 -0.01 0.00
0.00 -0.01 0.04
0.05 0.05 -0.03
-0.05 -0.07 0.00
-0.06 0.05 -0.03
0.10 0.06 -0.02
-0.15 -0.10 -0.05
0.07 -0.05 0.05
-0.04 0.13 0.22
0.00 0.02 -0.09
0.42 0.06 0.06
0.00 -0.01 0.00
0.00 0.01 0.00
0.01 0.00 0.01
0.00 0.02 -0.01

C33H45CoF6N8O4P2SSi | wB97M-V/def2-TZVPD

Energy ... -5375.960031 hartree
Spin multiplicity ... 3
E_LUMO (alpha / beta) ... -0.40 / -0.46 eV
HOMO-LUMO gap (alpha / beta) ... 6.323 / 7.645 eV
HOMO energy (alpha / beta) ... -6.72 / -8.11 eV

Positions of all 101 atoms, in Å:
Co: -0.870 0.201 0.065
C: -6.093 -0.418 1.003
N: -4.711 -0.862 1.087
C: -4.223 -2.217 0.899
C: -2.895 -2.112 0.634
N: -2.530 -0.745 0.429
C: -3.649 -0.036 0.732
P: -3.649 1.817 0.955
C: -2.228 1.703 2.139
N: -1.206 0.864 2.025
C: -0.860 0.479 3.340
C: -1.538 1.254 4.245
N: -2.429 2.043 3.510
C: -3.131 3.199 4.040
C: -2.758 2.229 -0.544
N: -1.454 1.920 -0.923
C: -1.233 2.360 -2.234
C: -2.317 3.107 -2.596
N: -3.340 2.929 -1.601
C: -4.594 3.636 -1.470
H: -6.245 0.421 1.715
H: -6.472 -0.165 -0.036
H: -6.695 -1.254 1.416
H: -4.911 -3.061 1.061
H: -2.173 -2.870 0.604
H: -0.067 -0.238 3.477
H: -1.395 1.288 5.322
H: -2.988 3.261 5.137
H: -2.669 4.133 3.564
H: -4.219 3.142 3.808
H: -0.265 2.187 -2.700
H: -2.507 3.596 -3.556
H: -4.509 4.676 -1.672
H: -5.393 3.212 -2.093
H: -5.033 3.619 -0.420
C: 2.133 1.676 4.798
C: 2.057 1.972 3.341
C: 2.402 1.097 2.333
C: 2.412 1.395 0.892
C: 1.707 2.694 0.582
C: 1.206 3.503 1.576
C: 1.488 3.216 2.926
S: 1.723 3.231 -1.091
C: 3.464 3.987 -1.408
O: 0.835 4.441 -1.218
H: 3.017 1.113 5.098
H: 1.211 1.094 5.164
H: 2.115 2.606 5.407
H: 2.670 0.098 2.517
H: 3.451 1.815 0.737
H: 0.684 4.455 1.293
H: 1.141 3.936 3.674
H: 3.543 4.785 -0.685
H: 3.513 4.308 -2.463
H: 4.284 3.309 -1.233
C: 5.022 -0.296 1.274
Si: 3.934 -0.616 -0.329
C: 3.935 -2.493 -0.436
C: 4.938 0.096 -1.719
C: 2.210 0.131 0.038
C: 1.046 -0.333 -0.422
H: 5.906 -0.958 1.126
H: 4.404 -0.640 2.081
H: 5.342 0.757 1.404
H: 3.482 -2.883 0.485
H: 4.912 -2.967 -0.482
H: 3.210 -2.816 -1.201
H: 4.356 0.898 -2.181
H: 5.114 -0.627 -2.526
H: 5.927 0.555 -1.423
F: 0.236 -2.924 0.756
P: 0.481 -3.217 2.439
F: 0.743 -3.436 4.028
F: 1.955 -3.831 2.038
F: -0.981 -2.470 2.701
F: -0.209 -4.684 2.293
F: 1.282 -1.803 2.602
C: -0.165 -4.955 -1.504
C: 0.653 -4.118 -2.498
C: 0.184 -2.810 -3.163
C: 1.312 -2.385 -4.144
C: 1.171 -1.029 -4.795
C: -1.169 -2.986 -3.886
O: -1.404 -3.917 -4.677
N: -2.120 -1.989 -3.754
C: -2.149 -0.971 -2.757
O: -3.072 -0.152 -2.653
N: -1.005 -0.957 -1.929
C: 0.076 -1.688 -2.122
O: 1.164 -1.485 -1.347
H: 0.233 -5.983 -1.498
H: -1.208 -5.144 -1.883
H: -0.161 -4.555 -0.498
H: 0.916 -4.746 -3.361
H: 1.620 -3.895 -1.979
H: 1.356 -3.197 -4.883
H: 2.307 -2.347 -3.549
H: 0.213 -0.799 -5.311
H: 1.872 -0.956 -5.612
H: 1.344 -0.188 -4.130
H: -3.011 -2.214 -4.217

Forces on the atoms, in the same order (eV/Å):
1.01 -2.51 -1.30
-1.03 -0.40 0.56
2.09 -0.57 -2.00
-0.95 1.90 0.79
-0.66 2.24 -0.72
-4.22 -0.29 1.69
0.51 -1.67 0.02
0.87 -0.83 0.47
-0.02 0.70 1.94
-0.46 -0.42 1.35
0.46 1.19 -1.36
-0.20 0.00 -1.28
1.08 -1.49 -0.84
-0.04 1.23 -0.61
2.87 0.91 -3.75
-2.63 -0.20 0.34
-0.99 0.48 2.55
-1.68 -0.83 0.04
2.32 0.11 0.62
-1.61 -0.47 0.91
0.09 -0.32 -0.69
0.74 -0.29 1.19
0.14 0.52 -0.42
0.71 0.57 -0.05
0.88 -0.85 -0.28
-0.08 0.00 0.11
-0.35 0.20 -0.36
-0.08 -0.18 -0.72
-0.86 -1.17 0.78
0.79 0.15 0.17
-0.47 0.15 0.05
-0.15 -0.10 0.68
0.36 0.85 -0.51
0.40 0.03 -0.12
1.00 -0.36 -1.12
-1.20 -0.41 1.43
-0.09 0.11 -1.60
-0.68 0.83 1.32
0.18 1.36 -0.38
-0.53 0.17 0.36
0.32 0.72 -0.43
-0.74 0.18 0.13
0.23 0.82 -1.42
-0.92 -0.60 0.44
0.36 -0.44 0.31
-0.07 -0.08 -0.17
1.29 0.62 -0.62
0.12 -0.43 -0.51
0.32 -1.00 0.74
-0.06 -1.00 -0.20
0.64 -0.98 0.22
0.19 -0.30 -0.13
-0.07 0.51 -0.07
-0.45 -0.03 0.62
0.09 -0.60 0.12
-0.05 -0.01 -1.78
0.97 -0.82 1.89
-1.21 0.07 0.35
0.54 0.99 -0.77
1.47 -0.28 -1.26
-0.01 1.50 0.85
-0.48 0.49 0.33
0.22 -0.18 0.70
-0.13 -0.62 0.09
-0.01 0.18 0.05
0.09 0.11 -0.49
0.74 -0.13 -0.06
0.08 0.17 -0.14
0.05 0.04 0.24
-1.03 -0.63 -0.13
-0.04 -0.09 1.89
1.18 0.01 -0.73
-0.64 -0.31 -0.77
-1.08 -0.37 0.27
1.23 -0.74 -0.01
0.17 1.15 0.02
-0.93 0.48 -0.44
-1.27 -0.47 -1.20
1.33 -0.76 0.23
-0.18 0.93 1.24
1.00 -0.22 0.65
-0.91 0.58 -0.94
-0.03 -1.36 -1.85
0.80 1.76 1.88
-0.87 0.37 0.77
-0.27 0.43 -0.11
1.98 -2.19 -0.27
0.69 0.60 0.80
-0.13 0.37 1.13
-2.07 0.43 -1.18
0.25 0.49 0.18
0.68 0.53 0.45
-0.12 0.02 -0.01
-0.09 -0.01 0.24
-0.73 -0.02 -0.57
0.19 0.32 0.10
-1.66 -0.43 -0.88
0.16 -0.55 0.53
0.56 0.08 -0.11
0.15 -0.02 0.31
0.64 0.39 0.22

> Which formula does entry 1 have?

C33H45BN5O4P2Ru

> What is the spin multiplicity in the first record?

2